Molecular formula: C5H10N2O2S
Method: DFT, ωB97M-V with the def2-TZVPD basis set

## Properties
- Kohn-Sham gap (alpha / beta) (eV) = 8.05 / 8.31
- energy relative to the best compared isomer or geometry (same formula, charge and spin) (kJ/mol) = 364.38
- E_LUMO (alpha / beta) (eV) = -1.176 / -1.772
- highest occupied orbital energy (alpha / beta) (eV) = -9.2 / -10.1
- largest force on an atom (hartree/bohr) = 0.0902
- spin multiplicity = 1

Each line ends with the natural charge from an NBO analysis.
Geometry (Å):
C (0.18, 1.34, 0.56)  0.665
C (0.20, -0.42, -1.15)  -0.548
C (-0.70, 0.37, -0.25)  -0.223
C (-1.46, -0.57, 0.68)  -0.593
C (-1.76, 1.09, -1.01)  -0.601
N (1.51, 1.22, 0.30)  -0.864
N (2.22, -1.70, 1.60)  -0.794
O (-0.24, 2.16, 1.28)  -0.528
O (3.04, -0.09, -1.13)  -0.867
S (1.88, -0.11, -0.32)  1.856
H (-0.16, -1.51, -1.23)  0.265
H (0.56, 0.10, -2.12)  0.257
H (-0.81, -1.10, 1.41)  0.229
H (-1.92, -1.29, 0.15)  0.199
H (-2.29, -0.06, 1.28)  0.232
H (-2.28, 1.66, -0.19)  0.244
H (-2.33, 0.53, -1.70)  0.220
H (-1.32, 1.89, -1.52)  0.213
H (2.88, -1.13, 2.10)  0.323
H (2.80, -2.39, 1.26)  0.313